Record 1
2 unconnected molecules or ions with the total composition C4H10NO4. Source: the Open Molecules 2025 dataset; level of theory: ωB97M-V/def2-TZVPD.

Results
**HOMO**: -4.46 eV
**Net charge**: -1
**HOMO-LUMO gap**: 8.2 eV

Atoms and positions in Å:
O: -1.498 2.278 -1.687
O: -1.702 -0.527 -1.136
O: 2.912 -0.662 1.141
O: 1.823 0.684 2.595
N: -0.452 0.756 1.140
C: 0.735 0.125 0.539
C: -0.426 -1.175 -1.309
C: 0.357 -1.239 -0.015
C: 1.953 0.027 1.539
H: -0.260 -1.767 0.725
H: -0.638 -2.171 -1.698
H: 1.063 0.778 -0.274
H: -0.742 0.162 1.912
H: 1.267 -1.822 -0.131
H: -1.131 2.310 -0.795
H: -1.668 -0.043 -0.290
H: -1.595 1.316 -1.804
H: 0.121 -0.615 -2.074
H: -0.119 1.586 1.622

These are the natural (NBO) partial charges, in e, on atoms 1 to 2: number 1, O, carries -0.98; number 2, O, carries -0.79

Record 2
A gas-phase ion, C4H10NOS (charge -1) in a non-equilibrium geometry. Source: the Open Molecules 2025 dataset; level of theory: ωB97M-V/def2-TZVPD.

Results
**HOMO**: -2.62 eV
**Net charge**: -1
**SMILES**: CN[C@@H](CO)C[S-]
**HOMO-LUMO gap**: 6.3 eV

Atoms and positions in Å:
S: 3.028 0.361 0.399
O: 0.817 -0.327 2.343
N: -0.567 -0.425 -1.138
C: -2.021 -0.239 -1.128
C: 0.295 -0.879 1.171
C: 1.366 0.955 -0.171
C: 0.055 0.154 0.054
H: -2.240 0.818 -0.958
H: 1.785 -0.269 2.156
H: -0.658 -1.400 1.324
H: -2.448 -0.405 -2.122
H: 1.349 1.963 0.241
H: -0.664 0.862 0.524
H: 1.497 1.092 -1.246
H: -0.174 0.154 -1.869
H: 1.008 -1.594 0.726
H: -2.429 -0.822 -0.307

These are the natural (NBO) partial charges, in e, on atoms 1 to 2: number 1, S, carries -0.71; number 2, O, carries -0.78

Record 3
2 unconnected molecules or ions with the total composition C4H10NOS in a non-equilibrium geometry. Source: the Open Molecules 2025 dataset; level of theory: ωB97M-V/def2-TZVPD.

Results
**HOMO (spin up / spin down)**: -2.91 / -2.93 eV
**Net charge**: -1
**HOMO-LUMO gap (spin up / spin down)**: 6.7 / 6.7 eV

Atoms and positions in Å:
S: 2.147 0.013 -1.597
O: 1.804 1.456 1.205
N: 1.023 0.817 -0.633
C: -1.074 -0.219 -1.376
C: -0.848 0.839 0.859
C: -0.097 0.092 -0.185
C: 0.337 -1.241 0.406
H: 0.835 -1.766 -0.390
H: -0.143 0.986 1.687
H: -0.523 -1.757 0.673
H: -1.216 -1.313 -1.567
H: 0.911 -1.199 1.385
H: -2.003 0.281 -0.987
H: 2.178 0.599 1.246
H: -1.721 0.294 1.141
H: -0.996 1.847 0.387
H: -0.616 0.271 -2.255

These are the natural (NBO) partial charges, in e, on atoms 1 to 2: number 1, S, carries -0.18; number 2, O, carries -0.86

Record 4
C4H10NOS in the gas phase in a non-equilibrium geometry. Source: the Open Molecules 2025 dataset; level of theory: ωB97M-V/def2-TZVPD.

Results
**2S+1**: 2
**HOMO (spin up / spin down)**: -4.79 / -8.02 eV
**Net charge**: 0
**HOMO-LUMO gap (spin up / spin down)**: 5.0 / 8.2 eV

Atoms and positions in Å:
S: 1.684 1.461 -1.510
O: -1.402 -0.180 2.423
N: 0.240 -1.547 1.293
C: -0.701 0.559 1.616
C: -0.347 -0.313 -0.790
C: 0.204 -0.187 0.652
C: -0.074 0.941 -1.589
H: 0.143 -1.177 -1.253
H: -1.064 1.519 1.225
H: -1.419 -0.481 -0.679
H: -0.685 1.766 -1.209
H: -0.720 -1.885 1.372
H: 1.225 0.209 0.632
H: 0.624 -1.389 2.231
H: 0.871 -2.215 0.853
H: 1.662 2.192 -2.627
H: -0.241 0.726 -2.641

These are the natural (NBO) partial charges, in e, on atoms 1 to 2: number 1, S, carries -0.08; number 2, O, carries -0.79

Record 5
A gas-phase ion, C4H10NOS (charge +1) in a non-equilibrium geometry. Source: the Open Molecules 2025 dataset; level of theory: ωB97M-V/def2-TZVPD.

Results
**HOMO**: -12.93 eV
**Net charge**: +1
**SMILES**: [NH3+][C@H](C=O)CCS
**HOMO-LUMO gap**: 8.7 eV

Atoms and positions in Å:
S: -2.328 -0.958 0.281
O: 2.262 0.118 -1.537
N: 2.162 0.577 1.150
C: -0.336 0.984 0.407
C: 0.848 -0.015 0.499
C: -1.481 0.486 -0.447
C: 1.238 -0.256 -0.946
H: 1.822 1.205 1.914
H: 2.764 0.929 0.308
H: 0.089 1.937 -0.018
H: -0.750 1.523 1.417
H: 2.605 -0.179 1.763
H: 0.654 -0.843 1.261
H: 0.660 -1.074 -1.413
H: -2.314 1.212 -0.480
H: -1.997 -2.010 -0.538
H: -1.129 0.444 -1.549

These are the natural (NBO) partial charges, in e, on atoms 1 to 2: number 1, S, carries -0.02; number 2, O, carries -0.48

Record 6
3 unconnected molecules or ions with the total composition C4H10NOS in a non-equilibrium geometry. Source: the Open Molecules 2025 dataset; level of theory: ωB97M-V/def2-TZVPD.

Results
**HOMO (spin up / spin down)**: -12.26 / -12.26 eV
**Net charge**: +1
**HOMO-LUMO gap (spin up / spin down)**: 8.0 / 8.0 eV

Atoms and positions in Å:
S: 0.075 -2.394 -0.177
O: -1.040 0.319 -0.877
N: -2.154 -0.457 1.353
C: 0.302 2.293 -0.502
C: 1.030 -1.200 -0.488
C: 0.168 0.924 -0.555
C: 2.491 -1.111 -0.382
H: 2.971 -1.925 -0.765
H: -1.646 -0.659 2.202
H: -0.517 2.948 -0.439
H: 3.055 -0.347 -1.045
H: 2.721 -0.768 0.627
H: -1.731 0.350 0.760
H: -1.978 -1.233 0.746
H: 1.177 2.811 -0.392
H: -1.770 0.733 -1.338
H: -3.154 -0.285 1.273

These are the natural (NBO) partial charges, in e, on atoms 1 to 2: number 1, S, carries 0.18; number 2, O, carries -0.81

Record 7
A molecular structure, C4H10NOS in a non-equilibrium geometry. Source: the Open Molecules 2025 dataset; level of theory: ωB97M-V/def2-TZVPD.

Results
**HOMO**: -14.25 eV
**Net charge**: +1
**HOMO-LUMO gap**: 10.7 eV

Atoms and positions in Å:
S: -1.768 -1.952 -0.559
O: -1.232 0.568 -0.325
N: 0.281 -0.699 1.137
C: -1.749 1.799 0.233
C: -1.479 -0.520 0.321
C: 1.512 -0.902 0.674
C: 1.724 -1.263 -0.737
H: 0.286 -0.555 2.192
H: -2.814 1.794 0.410
H: 2.030 -2.293 -0.716
H: -1.788 -0.549 1.442
H: 2.612 -0.899 -1.153
H: -1.597 2.481 -0.528
H: -1.421 2.018 1.209
H: 0.871 -0.922 -1.281
H: 2.336 -0.828 1.356
H: -0.992 -1.521 -1.716

These are the natural (NBO) partial charges, in e, on atoms 1 to 2: number 1, S, carries 0.17; number 2, O, carries -0.48

Record 8
A gas-phase ion, C4H10NOS (charge +1) in a non-equilibrium geometry. Source: the Open Molecules 2025 dataset; level of theory: ωB97M-V/def2-TZVPD.

Results
**HOMO**: -13.10 eV
**Net charge**: +1
**SMILES**: C/C(S)=C/[C@@H]([NH3+])O
**HOMO-LUMO gap**: 9.3 eV

Atoms and positions in Å:
S: -0.426 -1.932 -1.145
O: -0.009 0.921 2.533
N: 1.288 -0.744 1.443
C: -0.533 -0.114 -0.970
C: -0.362 0.443 0.242
C: 0.007 -0.034 1.569
C: -0.838 0.642 -2.272
H: 0.034 0.618 -2.910
H: -0.491 1.504 0.208
H: -0.754 -0.798 1.742
H: 0.187 1.849 2.149
H: 2.140 -0.027 1.267
H: 1.263 -1.362 0.699
H: 1.538 -1.286 2.394
H: -1.874 0.275 -2.589
H: -0.913 1.765 -1.869
H: -0.258 -1.720 -2.491

These are the natural (NBO) partial charges, in e, on atoms 1 to 2: number 1, S, carries -0.03; number 2, O, carries -0.66

Record 9
2 unconnected molecules or ions with the total composition C4H10NOS2 in a non-equilibrium geometry. Source: the Open Molecules 2025 dataset; level of theory: ωB97M-V/def2-TZVPD.

Results
**HOMO**: -13.25 eV
**Net charge**: +1
**HOMO-LUMO gap**: 4.2 eV

Atoms and positions in Å:
S: -0.525 -3.581 -1.261
S: -0.399 -0.177 -0.560
O: 3.078 2.287 0.492
N: -0.405 2.188 0.832
C: -2.297 -3.211 -1.030
C: 2.036 2.457 1.050
C: 1.143 0.638 -0.403
C: 0.868 1.494 0.854
H: -0.687 2.601 1.708
H: 1.421 1.227 -1.271
H: -2.574 -3.616 -0.058
H: 0.940 0.772 1.682
H: 1.931 -0.085 -0.162
H: 1.926 3.325 1.729
H: -1.148 1.799 0.269
H: -0.049 -2.351 -0.974
H: -2.849 -3.645 -1.857
H: -2.412 -2.123 -1.038

These are the natural (NBO) partial charges, in e, on atoms 1 to 2: number 1, S, carries 0.21; number 2, S, carries 0.49

Record 10
2 unconnected molecules or ions with the total composition C4H10NOS2 in a non-equilibrium geometry. Source: the Open Molecules 2025 dataset; level of theory: ωB97M-V/def2-TZVPD.

Results
**HOMO**: -12.66 eV
**Net charge**: +1
**HOMO-LUMO gap**: 9.3 eV

Atoms and positions in Å:
S: 0.809 1.067 -1.632
S: -1.514 0.915 2.890
O: -1.181 -0.755 -1.017
N: 0.621 -0.816 0.181
C: -2.331 -0.361 -1.760
C: 2.344 0.750 -0.577
C: -0.033 -0.238 -0.770
C: 2.000 -0.457 0.313
H: 3.303 0.571 -1.085
H: -0.803 0.749 4.031
H: 2.130 -0.207 1.443
H: 0.174 -1.773 0.430
H: -2.295 0.729 -2.075
H: -2.394 -1.006 -2.645
H: 2.625 1.712 -0.039
H: -3.280 -0.609 -1.144
H: 2.623 -1.336 0.117
H: -2.798 1.066 3.340

These are the natural (NBO) partial charges, in e, on atoms 1 to 2: number 1, S, carries 0.34; number 2, S, carries -0.35

Record 11
2 unconnected molecules or ions with the total composition C4H10NP in a non-equilibrium geometry. Source: the Open Molecules 2025 dataset; level of theory: ωB97M-V/def2-TZVPD.

Results
**HOMO**: -8.73 eV
**Net charge**: 0
**SMILES**: CP(C)C.C#N
**HOMO-LUMO gap**: 9.6 eV

Atoms and positions in Å:
P: 0.090 -0.374 -1.315
N: 2.258 1.030 1.803
C: 0.824 -1.257 0.143
C: -1.619 -1.093 -1.257
C: -0.257 1.248 -0.504
C: 1.318 1.425 2.283
H: 0.189 -1.819 0.895
H: -1.923 -1.344 -0.227
H: -0.899 1.349 0.399
H: -2.254 -0.347 -1.634
H: 1.574 -1.882 -0.358
H: -0.514 1.962 -1.228
H: 0.355 1.797 2.587
H: 0.819 1.696 -0.248
H: 1.478 -0.472 0.644
H: -1.438 -1.918 -1.984

These are the natural (NBO) partial charges, in e, on atoms 1 to 2: number 1, P, carries 0.81; number 2, N, carries -0.32

Record 12
C4H10NPS in the gas phase in a non-equilibrium geometry. Source: the Open Molecules 2025 dataset; level of theory: ωB97M-V/def2-TZVPD.

Results
**HOMO (spin up / spin down)**: -6.62 / -5.65 eV
**Net charge**: 0
**HOMO-LUMO gap (spin up / spin down)**: 5.0 / 3.2 eV

Atoms and positions in Å:
S: 1.017 1.603 1.365
P: 2.486 0.504 2.378
N: 0.884 0.826 -0.015
C: -1.543 0.396 -0.265
C: -0.188 -0.276 -0.298
C: 0.101 -0.753 -1.710
C: -0.149 -1.279 0.719
H: -0.315 -0.958 1.797
H: 0.475 0.027 -2.316
H: -1.596 0.979 -1.206
H: -0.926 -1.055 -2.110
H: -0.021 -2.351 0.528
H: -2.369 -0.276 -0.271
H: 0.885 -1.509 -1.768
H: 2.345 1.475 3.437
H: -1.597 1.171 0.381
H: 0.509 1.476 -0.646

These are the natural (NBO) partial charges, in e, on atoms 1 to 2: number 1, S, carries 0.32; number 2, P, carries 0.08

What ΔE to the lowest compared entry with this formula, charge and spin values result from the calculations? In sequence: 0.0; 181.8; 450.0; 82.3; 272.5; 578.0; 342.7; 241.3; 444.5; 45.2; 108.2; 532.5 kJ/mol.